Entry from the Open Molecules 2025 dataset: a structure of composition C31H31BrN4O3Sr at a distorted geometry (ωB97M-V/def2-TZVPD).

Structure (XYZ):
```
71
Properties=species:S:1:pos:R:3:forces:R:3
Sr -0.4735 0.0570 -0.0323 -2.3 0.1 1.4
Br 1.7405 0.0115 -7.2057 0.0 0.0 0.1
C 1.3468 -0.4187 -5.3956 0.0 0.0 -0.2
C 0.6325 -1.5905 -5.1115 0.0 0.1 0.1
C 0.2945 -1.8834 -3.8187 -0.1 -0.1 0.1
C 0.6124 -1.0198 -2.7283 0.4 0.0 -0.4
O 0.2238 -1.2844 -1.5421 0.8 -1.5 -1.7
C 1.4090 0.1345 -3.0422 -0.2 -0.3 -0.1
C 1.9408 1.0242 -2.0490 0.2 0.1 0.2
N 1.5481 1.1440 -0.8247 0.4 0.1 -0.6
C 2.1444 2.0516 0.0655 0.4 0.5 0.2
C 3.0720 3.0160 -0.2876 -0.2 -0.3 -0.1
C 3.5851 3.9275 0.6399 0.0 0.1 0.3
C 3.1686 3.8958 1.9433 0.1 0.1 -0.1
C 2.2309 2.9333 2.3559 -0.1 -0.2 -0.1
C 1.7995 2.8429 3.7047 -0.1 -0.1 -0.1
C 0.8938 1.8950 4.0537 0.0 0.1 0.1
C 0.4157 1.0127 3.0609 0.6 -0.3 -0.2
N 0.8356 1.0232 1.8157 0.4 0.2 0.8
C 1.7114 1.9958 1.4287 0.4 0.3 0.1
C 1.7548 0.4011 -4.3834 0.1 0.1 0.0
H 0.3575 -2.2565 -5.9190 0.0 0.0 0.0
H -0.2548 -2.7881 -3.5874 0.0 0.0 0.0
H 2.7843 1.6133 -2.4208 -0.1 0.1 0.0
H 3.4227 3.0882 -1.3081 0.0 0.0 0.0
H 4.3164 4.6571 0.3175 0.0 0.0 0.0
H 3.5506 4.6025 2.6698 0.0 0.0 0.0
H 2.2103 3.5309 4.4334 0.0 0.0 0.0
H 0.5280 1.8044 5.0667 0.0 0.0 0.0
H -0.2453 0.2062 3.3385 -0.2 0.1 0.0
H 2.3352 1.2887 -4.6104 0.0 0.0 0.0
C -2.8137 1.0163 2.3717 -0.2 0.0 0.1
C -2.2113 2.1256 2.9827 0.2 0.1 0.0
C -1.6952 2.9573 1.9714 -0.1 0.2 0.3
C -2.0111 2.3927 0.7391 -0.4 -0.2 -0.4
C -2.7176 1.1717 0.9781 -0.6 0.7 0.0
H -3.3520 0.2270 2.8818 0.0 0.0 0.0
H -2.1869 2.3296 4.0443 0.1 -0.1 0.0
H -1.1554 3.8820 2.1309 0.0 0.0 0.0
H -1.9220 2.8778 -0.2269 0.1 0.0 0.0
H -3.3945 0.7130 0.2646 0.3 -0.2 -0.1
C -3.5312 -2.3109 -0.3859 0.2 -0.1 0.1
C -2.7983 -2.7853 0.8527 -0.2 0.0 0.0
O -1.4015 -2.6836 0.6123 0.0 0.3 -0.1
C -0.5873 -3.4085 1.5200 0.1 0.0 0.2
C -0.2256 -2.5998 2.7584 -0.2 -0.1 -0.2
H -4.6069 -2.3212 -0.2150 0.0 0.0 0.0
H -3.2920 -2.9615 -1.2278 0.0 0.0 0.0
H -3.2236 -1.2926 -0.6267 -0.1 0.0 0.0
H -3.0523 -3.8303 1.0638 0.0 0.0 0.0
H -3.0872 -2.1791 1.7195 0.0 0.0 0.0
H 0.3191 -3.6685 0.9708 0.0 0.0 0.0
H -1.0934 -4.3364 1.8065 0.0 0.0 -0.1
H 0.3852 -1.7414 2.4725 0.0 0.0 0.1
H 0.3463 -3.2172 3.4514 0.0 0.0 0.0
H -1.1239 -2.2474 3.2685 0.0 0.0 0.0
N -0.3460 4.4210 -4.1260 0.0 0.0 0.0
C -1.1294 3.6294 -4.9033 0.1 0.0 0.0
O -1.4579 3.9477 -6.0286 0.0 0.0 0.0
C -1.5587 2.3170 -4.3118 -0.1 -0.1 -0.1
C -2.1596 1.3946 -5.1628 0.0 0.0 0.1
C -2.5658 0.1768 -4.6515 0.0 0.0 0.0
C -2.3594 -0.0800 -3.3051 -0.1 0.0 0.0
N -1.8060 0.8000 -2.4745 0.1 0.0 0.2
C -1.4157 1.9689 -2.9774 0.0 0.1 0.0
H -0.0602 5.3087 -4.5002 0.0 0.0 0.0
H -0.0705 4.1793 -3.1936 0.0 0.0 0.0
H -2.2883 1.6597 -6.2035 0.0 0.0 0.0
H -3.0218 -0.5688 -5.2879 0.0 0.0 0.0
H -2.6467 -1.0300 -2.8702 0.0 0.0 0.0
H -0.9751 2.6513 -2.2563 0.0 0.0 0.0
```
Positions in Å, forces in eV/Å.

## Properties
net charge = 0
ΔE to the lowest compared entry with this formula, charge and spin = 35.7 kcal per mole
HOMO-LUMO gap = 0.2249 Eh
HOMO energy = -6.81 eV
molar mass = 675.1 g mol⁻¹
total energy = -115633.3057 eV
multiplicity = 1

Entry from the Open Molecules 2025 dataset: a cluster of 2 separate species, C4H12 in total at a distorted geometry (ωB97M-V/def2-TZVPD).

Structure (XYZ):
```
16
Properties=species:S:1:pos:R:3:forces:R:3
C 1.2603 0.4918 -1.9922 1.5 0.0 3.4
C 2.2639 -0.4631 -1.0607 -1.9 0.9 -0.9
H 0.2675 0.1093 -1.8520 -0.4 -0.6 -0.4
H 1.1342 1.5433 -1.6445 0.7 -0.6 0.0
H 1.5846 0.5211 -2.9933 0.2 -0.2 -1.2
H 3.2894 -0.2500 -0.8623 0.7 1.4 -0.2
H 2.3836 -1.3798 -1.5977 -0.5 -0.9 -0.3
H 1.8450 -0.6696 -0.0708 -0.3 0.0 -0.3
C -1.0856 -0.2698 1.7148 1.1 1.2 0.8
C -2.4443 0.2797 1.2490 -0.2 2.4 2.1
H -0.7220 0.0226 2.7370 -0.8 0.4 -0.8
H -1.0719 -1.3199 1.8495 -0.2 -1.3 -0.5
H -0.2396 0.0201 1.0727 -0.4 -0.2 -0.1
H -2.4199 0.9277 0.3608 0.4 0.0 0.4
H -2.9430 0.9316 2.1268 0.9 -1.6 -2.1
H -3.1021 -0.4951 0.9629 -0.8 -1.0 0.1
```
Positions in Å, forces in eV/Å.

## Properties
net charge = 0
ΔE to the lowest compared entry with this formula, charge and spin = 22.8 kcal per mole
HOMO-LUMO gap = 0.4620 Eh
HOMO energy = -11.45 eV
molar mass = 60.1 g mol⁻¹
total energy = -4341.5416 eV
SMILES = CC.CC
multiplicity = 1

Entry from the Open Molecules 2025 dataset: a structure of composition Br2F16Mg9V2 at a distorted geometry (ωB97M-V/def2-TZVPD).

Structure (XYZ):
```
29
Properties=species:S:1:pos:R:3:forces:R:3
Mg -3.6343 0.3803 -1.9795 -2.0 1.3 1.1
Mg 2.3869 2.6272 0.5253 0.2 -0.3 2.5
Mg 2.1078 0.0058 2.4950 0.1 -0.6 0.0
Mg -1.0119 1.9613 -0.3716 -0.4 0.3 -0.5
Mg -1.7987 3.8039 2.7253 4.2 3.3 -1.0
Mg -3.3832 1.8146 1.1386 0.0 1.0 0.2
Mg 3.0540 -2.5867 -0.4127 -2.3 -2.4 3.3
Mg -1.9386 -1.8206 -2.2775 -0.1 0.9 1.9
Mg 5.2121 -1.6644 -1.6018 -0.3 -1.6 0.3
V -1.3468 -0.9219 1.5331 1.0 -1.9 0.4
V 1.4694 -3.1989 -3.3302 -0.7 0.7 -0.4
F -0.8788 -1.3179 -0.3401 -0.3 -0.6 0.1
F -3.1170 2.8881 3.0066 -4.2 -3.7 -0.2
F -0.4226 -2.4200 -2.9767 1.7 -0.4 -1.1
F 0.9736 1.8851 -0.3343 -1.1 0.1 -0.5
F -0.0791 3.7691 2.2497 0.7 -0.2 0.0
F 2.2764 -1.9979 1.3430 0.6 0.8 -1.3
F 3.1757 -2.0301 -2.1771 0.9 1.2 -0.8
F -3.7751 -1.4615 -2.1742 0.6 -0.1 -0.4
F 0.5172 -0.7639 3.0418 -1.2 0.4 -1.3
F -2.0439 3.4507 0.7477 -0.6 -1.9 -1.0
F -3.2671 0.0886 0.2777 -1.7 -0.3 -0.1
F -1.4964 0.9097 1.2028 1.4 2.9 0.6
F -1.8632 0.3633 -1.8826 2.6 -0.4 -0.6
F 4.5413 -3.7667 -0.7669 0.5 3.3 -0.4
F 2.1875 2.0201 2.4387 0.2 -1.0 -1.6
F -3.4622 2.1932 -1.5047 0.0 -0.3 1.2
Br 4.2719 0.3862 0.8769 0.1 -0.2 -1.3
Br 1.3449 -4.5968 -1.4722 0.3 -0.3 1.0
```
Positions in Å, forces in eV/Å.

## Properties
net charge = +4
expectation value of S² = 12.01
HOMO-LUMO gap (spin up / spin down) = 0.2204 / 0.2479 Eh
HOMO energy (spin up / spin down) = -20.14 / -20.88 eV
molar mass = 784.4 g mol⁻¹
total energy = -283940.0662 eV
multiplicity = 7

Entry from the Open Molecules 2025 dataset: a cluster of 3 separate species, C20H29N3O5 in total at a distorted geometry (ωB97M-V/def2-TZVPD).

Structure (XYZ):
```
57
Properties=species:S:1:pos:R:3:forces:R:3
C 1.5819 2.2082 -1.8808 0.0 0.1 -0.1
C 2.3905 2.0411 -0.6081 -0.4 0.1 0.0
O 1.8542 1.0979 0.3384 -0.1 -0.4 -0.4
C 0.4950 1.0535 0.4490 0.0 0.2 0.2
C -0.1427 2.1245 1.0801 -0.5 -0.3 -0.1
C -1.5132 2.1241 1.2098 0.2 -0.2 -0.2
C -2.3003 1.0708 0.7276 -0.4 -0.6 0.2
C -3.8046 1.2086 0.8602 0.5 1.5 -0.6
C -4.2495 2.5508 0.1741 0.3 -0.6 -0.4
N -3.6092 2.8525 -1.1067 -0.4 0.2 0.2
C -1.6726 -0.0342 0.1453 0.6 0.7 0.3
C -0.2584 -0.0348 -0.0053 0.3 0.2 0.1
C 0.4277 -1.1747 -0.6786 -0.5 0.3 0.0
O 1.6085 -1.4029 -0.6011 0.6 -0.2 0.0
C -0.4305 -2.0517 -1.4975 -0.2 0.0 -0.1
C -1.7460 -2.0670 -1.3362 0.2 -0.2 -0.4
C -2.4161 -1.2294 -0.3270 0.2 0.1 -0.1
O -3.5056 -1.5649 0.0746 -0.5 -0.1 0.3
H 0.7410 2.8819 -1.7503 -0.2 0.0 0.1
H 2.2094 2.6503 -2.6506 0.2 0.1 0.0
H 1.2149 1.2623 -2.2718 0.0 -0.2 0.0
H 3.3759 1.6787 -0.8702 0.2 -0.1 0.3
H 2.4712 3.0032 -0.1053 0.2 0.2 0.0
H 0.4448 2.9394 1.4679 0.2 0.1 0.0
H -2.0022 2.9556 1.6928 -0.1 0.1 0.1
H -4.0594 1.2962 1.9137 -0.2 -0.3 0.2
H -4.3533 0.4230 0.3712 0.0 -0.4 0.2
H -4.0721 3.3885 0.8380 -0.2 0.2 0.1
H -5.3098 2.4615 -0.0406 -0.3 0.2 0.3
H -3.4856 2.0284 -1.6751 0.1 0.0 -0.1
H -2.7363 3.3413 -0.9966 0.2 -0.2 0.0
H 0.0639 -2.7080 -2.1958 0.2 -0.1 0.0
H -2.3595 -2.7499 -1.9027 -0.2 -0.1 0.1
C -2.4343 -0.5367 3.8076 -0.1 0.2 -0.2
O -2.1819 0.5808 4.2204 0.0 0.0 0.0
N -1.9542 -1.6771 4.3341 0.0 -0.1 0.0
C -2.2948 -2.9760 3.7880 0.1 0.1 0.1
C -1.0667 -1.5943 5.4818 -0.1 0.1 -0.1
H -3.0971 -0.7030 2.9403 0.0 -0.1 0.0
H -2.7948 -3.5850 4.5438 0.0 -0.1 0.0
H -1.3927 -3.4952 3.4573 0.0 -0.1 0.0
H -2.9618 -2.8557 2.9362 0.0 0.0 0.0
H -1.5717 -1.0998 6.3120 0.0 0.0 0.0
H -0.1803 -1.0117 5.2294 0.0 0.0 0.0
H -0.7694 -2.5957 5.7822 0.0 0.0 0.0
C 4.3609 0.3760 -3.8039 -0.1 0.1 0.0
O 5.0101 1.1831 -4.4417 0.0 0.0 0.0
N 4.7633 -0.8709 -3.5009 -0.1 -0.1 0.1
C 3.9312 -1.7745 -2.7275 0.3 0.0 -0.2
C 6.0678 -1.3118 -3.9633 -0.1 0.2 0.0
H 3.3561 0.6095 -3.4075 0.0 0.0 0.0
H 4.4440 -2.0672 -1.8102 -0.1 0.0 0.0
H 3.7079 -2.6711 -3.3111 0.0 0.0 0.1
H 3.0015 -1.2860 -2.4605 0.0 0.0 0.1
H 6.8479 -0.6645 -3.5614 0.0 0.0 0.0
H 6.1173 -1.2643 -5.0516 0.1 0.0 0.0
H 6.2400 -2.3337 -3.6360 0.0 0.0 0.0
```
Positions in Å, forces in eV/Å.

## Properties
net charge = 0
ΔE to the lowest compared entry with this formula, charge and spin = 78.6 kcal per mole
HOMO-LUMO gap = 0.2930 Eh
HOMO energy = -9.20 eV
molar mass = 391.5 g mol⁻¹
total energy = -35917.2836 eV
SMILES = CCOc1ccc(CCN)c2c1C(=O)C=CC2=O.CN(C)C=O.CN(C)C=O
multiplicity = 1

Entry from the Open Molecules 2025 dataset: the molecule C4H8N2O2 at a distorted geometry (ωB97M-V/def2-TZVPD).

Structure (XYZ):
```
16
Properties=species:S:1:pos:R:3:forces:R:3
C 0.3061 1.1447 1.1687 0.2 -2.5 -2.0
N -0.2359 0.6930 -0.0583 -0.7 1.5 0.6
C -0.4455 1.7648 -1.0862 -1.3 -0.8 1.8
C -0.8188 -0.6944 -0.2154 0.7 1.4 1.0
C 0.3710 -1.6491 -0.3177 -1.0 -1.1 -1.6
N 0.9981 -1.9511 0.8098 1.3 -0.8 -0.8
O 0.6493 -2.1959 -1.3608 0.2 0.2 -1.1
O 0.2095 0.4655 2.1561 -0.4 -0.3 1.3
H 1.1166 1.8846 1.1529 -0.7 0.9 -0.6
H -1.2714 2.4937 -0.8799 1.5 0.5 1.4
H -1.0725 1.4620 -1.8746 0.6 -1.8 -1.9
H 0.5543 2.0706 -1.2823 0.2 1.1 -0.9
H -1.4851 -0.9817 0.5994 0.2 0.2 0.4
H -1.4390 -0.7148 -1.0926 0.2 0.0 -0.6
H 0.6198 -1.4449 1.5356 0.1 1.0 2.7
H 1.9434 -2.3471 0.7455 -1.0 0.3 0.4
```
Positions in Å, forces in eV/Å.

## Properties
net charge = 0
ΔE to the lowest compared entry with this formula, charge and spin = 47.7 kcal per mole
HOMO-LUMO gap = 0.3685 Eh
HOMO energy = -9.29 eV
molar mass = 116.1 g mol⁻¹
total energy = -11352.0456 eV
SMILES = CN(C=O)CC(N)=O
multiplicity = 1

Entry from the Open Molecules 2025 dataset: a structure of composition C43H39ClCuN4O10P (ωB97M-V/def2-TZVPD).

Structure (XYZ):
```
99
Properties=species:S:1:pos:R:3:forces:R:3
Cu -2.1465 0.9274 1.6472 0.0 0.6 0.4
Cl -0.0396 1.0427 4.0959 0.1 0.0 -0.1
C 1.4729 0.4118 4.6502 0.0 0.0 0.1
C 1.9207 0.8207 5.8972 0.0 0.0 0.0
C 3.1408 0.3733 6.3765 0.0 0.0 0.0
C 3.9099 -0.4757 5.5987 0.0 0.0 0.0
C 3.4459 -0.8852 4.3562 0.1 0.1 0.0
C 2.2166 -0.4621 3.8547 0.0 0.0 0.0
P 1.5706 -0.9298 2.1625 -0.2 0.2 -0.3
C 2.8317 -2.0511 1.5018 0.0 -0.1 0.0
C 3.2970 -3.1552 2.2099 -0.1 0.0 0.0
C 4.2523 -3.9910 1.6507 0.0 0.0 0.0
C 4.7450 -3.7345 0.3801 0.0 0.0 0.0
C 4.2768 -2.6417 -0.3360 0.0 0.0 0.0
C 3.3225 -1.8069 0.2209 0.0 0.0 0.0
C 1.9921 0.7293 1.4707 -0.1 0.0 0.0
C 3.3456 1.0726 1.5469 0.1 0.0 0.0
C 3.7914 2.2818 1.0426 0.0 0.0 0.0
C 2.8856 3.1857 0.4985 0.0 0.0 0.0
C 1.5399 2.8680 0.4639 0.0 0.0 0.0
C 1.0956 1.6387 0.9354 0.0 0.0 0.1
H 1.3062 1.4946 6.4778 0.0 0.0 0.0
H 3.4881 0.6952 7.3498 0.0 0.0 0.0
H 4.8730 -0.8214 5.9512 0.0 0.0 0.0
H 4.0769 -1.5260 3.7585 0.0 0.0 0.0
H 2.8939 -3.3833 3.1850 0.0 0.0 0.0
H 4.5980 -4.8521 2.2073 0.0 0.0 0.0
H 5.4856 -4.3923 -0.0573 0.0 0.0 0.0
H 4.6402 -2.4451 -1.3361 0.0 0.0 0.0
H 2.9425 -0.9699 -0.3504 0.0 0.0 0.0
H 4.0650 0.3903 1.9838 0.0 0.0 0.0
H 4.8460 2.5226 1.0880 0.0 0.0 0.0
H 3.2305 4.1429 0.1272 0.0 0.0 0.0
H 0.8040 3.5738 0.1023 0.0 0.0 0.0
H 0.0349 1.4577 0.9362 -0.2 -0.1 -0.1
O -4.4703 -5.7362 -0.3940 -0.1 0.0 0.0
N -3.4314 -5.6529 0.2391 0.1 0.1 0.0
O -2.6906 -6.5987 0.4552 0.0 0.0 0.0
C -3.0466 -4.3551 0.7632 0.0 -0.1 0.0
C -3.8678 -3.2726 0.5585 0.0 0.0 0.0
C -3.5225 -2.0512 1.1044 0.0 0.1 0.0
C -2.3596 -1.8499 1.9416 0.0 -0.1 0.0
O -2.0932 -0.8185 2.5901 0.0 -0.2 -0.1
C -1.4662 -3.0013 1.9418 0.1 0.0 0.0
C -1.8260 -4.2226 1.4229 0.0 0.0 -0.1
N -0.1647 -2.9494 2.4807 -0.2 0.1 0.0
O 0.3833 -1.7713 2.9944 0.0 -0.2 0.0
O 0.5611 -3.9546 2.5538 0.1 0.1 0.1
N -4.3850 -0.9405 0.7492 0.1 -0.1 0.0
O -4.2658 0.1252 1.3434 -0.1 -0.1 0.0
O -5.1896 -1.1061 -0.1567 0.0 0.0 0.0
H -4.7708 -3.3654 -0.0236 0.0 0.0 0.0
H -1.1556 -5.0629 1.5035 0.0 0.0 0.0
C -1.9784 5.1233 1.6176 0.0 0.0 0.0
C -2.6739 3.7673 1.4392 -0.1 0.0 -0.1
C -3.8128 3.6520 2.4623 0.0 0.0 0.0
C -3.2663 3.6825 0.0235 0.0 0.0 0.0
O -1.7335 2.7696 1.6257 0.2 -0.1 -0.1
H -2.6757 5.9627 1.5390 0.0 0.0 0.0
H -1.2027 5.2434 0.8571 0.0 0.0 0.0
H -1.4983 5.1513 2.5977 0.0 0.0 0.0
H -4.5620 4.4404 2.3363 0.0 0.0 0.0
H -3.4008 3.7174 3.4720 0.0 0.0 0.0
H -4.3070 2.6833 2.3576 0.0 0.0 0.0
H -3.9814 4.4852 -0.1840 0.0 0.0 0.0
H -3.7777 2.7237 -0.0972 0.0 0.0 0.0
H -2.4576 3.7343 -0.7101 0.0 0.0 0.0
C 0.5037 3.0078 -6.4547 0.0 0.0 0.0
C -0.6285 2.3905 -5.6762 0.0 0.0 0.0
C -1.9410 2.6692 -6.0359 0.0 0.0 0.0
C -3.0009 2.1447 -5.3107 0.0 0.0 0.0
C -2.7499 1.2980 -4.2484 0.0 0.0 0.0
C -1.4392 0.9937 -3.8870 -0.1 0.0 0.0
N -1.2396 0.1411 -2.7839 0.1 0.0 0.1
C -0.4886 -1.0104 -2.7926 -0.1 0.0 -0.1
C -0.1469 -1.6378 -4.0000 0.0 0.0 0.0
C 0.5814 -2.8103 -4.0082 0.0 0.0 0.0
C 1.0029 -3.4037 -2.8220 0.0 0.0 0.0
C 0.6913 -2.7834 -1.6270 0.0 0.0 0.0
C -0.0428 -1.6005 -1.5917 0.0 0.0 0.1
C -0.3159 -0.9482 -0.2805 -0.2 0.2 -0.2
O -1.2820 -0.1998 -0.1419 0.3 -0.2 0.0
O 0.5463 -1.2509 0.6415 0.3 -0.1 0.2
C -0.3628 1.5705 -4.5717 0.0 0.0 0.0
C 1.0523 1.3728 -4.1014 0.0 0.0 0.0
H 0.1299 3.4834 -7.3609 0.0 0.0 0.0
H 1.2488 2.2640 -6.7423 0.0 0.0 0.0
H 1.0230 3.7697 -5.8681 0.0 0.0 0.0
H -2.1320 3.3140 -6.8855 0.0 0.0 0.0
H -4.0208 2.3816 -5.5846 0.0 0.0 0.0
H -3.5601 0.8514 -3.6862 0.0 0.0 0.0
H -1.6715 0.3753 -1.8998 0.0 0.0 0.0
H -0.4858 -1.1985 -4.9291 0.0 0.0 0.0
H 0.8128 -3.2777 -4.9579 0.0 0.0 0.0
H 1.5617 -4.3292 -2.8311 0.0 0.0 0.0
H 1.0207 -3.2079 -0.6867 0.0 0.0 0.0
H 1.5717 0.5946 -4.6675 0.0 0.0 0.0
H 1.0767 1.0827 -3.0523 0.0 0.0 0.0
H 1.6232 2.2954 -4.2078 0.0 0.0 0.0
```
Positions in Å, forces in eV/Å.

## Properties
net charge = -1
expectation value of S² = 0.77
HOMO-LUMO gap (spin up / spin down) = 0.2384 / 0.2221 Eh
HOMO energy (spin up / spin down) = -4.37 / -4.41 eV
molar mass = 901.8 g mol⁻¹
total energy = -138105.6506 eV
multiplicity = 2

Q: Which of these has the lowest total energy?
A: Br2F16Mg9V2

Q: Which of these has the highest multiplicity?
A: Br2F16Mg9V2

Q: Which of these has the lowest total energy?
A: Br2F16Mg9V2